[1]
{
  "formula": "C3H8N2S2",
  "method": "ωB97M-V/def2-TZVPD",
  "elements": ["C", "C", "C", "N", "N", "S", "S", "H", "H", "H", "H", "H", "H", "H", "H"],
  "xyz": [[-2.075, 0.828, 0.605], [0.602, 0.150, -0.281], [1.361, -0.671, -1.306], [-1.227, -0.019, 1.209], [-0.359, -0.744, 0.407], [-0.199, 1.583, -1.013], [1.763, 0.721, 1.062], [-2.633, 0.471, -0.243], [-2.449, 1.676, 1.149], [0.709, -0.907, -2.145], [1.719, -1.594, -0.853], [2.208, -0.100, -1.678], [-0.726, 0.345, 2.019], [-0.894, -1.243, -0.303], [2.202, -0.497, 1.373]],
  "forces_ev_per_a": [[1.649, 0.180, -1.096], [0.380, 0.748, 0.295], [-0.069, -0.071, 0.002], [-0.282, 0.432, 0.087], [-0.189, -0.946, -0.063], [-1.005, -0.326, 0.938], [-0.338, 0.378, -0.398], [-0.016, -0.060, -0.071], [-0.084, 0.083, 0.273], [-0.064, -0.044, -0.077], [0.085, -0.076, 0.038], [-0.028, -0.024, -0.007], [-0.091, -0.109, -0.192], [-0.067, 0.136, 0.158], [0.120, -0.303, 0.112]],
  "nbo_charge": [-0.03, -0.14, -0.64, -0.39, -0.49, -0.23, -0.05, 0.21, 0.22, 0.22, 0.21, 0.24, 0.41, 0.36, 0.11],
  "homo_energy_ev": [-8.18, -8.18],
  "e_above_lowest_kcal_mol": 55.5,
  "orbital_gap_ha": [0.2991, 0.2991]
}


[2]
{
  "formula": "C3H8N3",
  "method": "ωB97M-V/def2-TZVPD",
  "elements": ["C", "N", "C", "N", "N", "C", "H", "H", "H", "H", "H", "H", "H", "H"],
  "xyz": [[2.823, -0.392, -0.259], [1.944, -0.263, 0.603], [0.425, 0.319, 0.323], [0.384, 1.586, 0.152], [-0.490, -0.596, 0.446], [-1.962, -0.613, 0.231], [3.841, -0.585, -0.015], [2.723, -0.302, -1.400], [1.269, 2.052, 0.150], [-0.526, 2.064, 0.247], [-0.200, -1.452, 0.946], [-2.277, -1.051, -0.777], [-2.363, -1.274, 1.066], [-2.567, 0.242, 0.418]],
  "forces_ev_per_a": [[-0.147, 0.427, -3.914], [-4.394, 1.846, 1.685], [4.958, -3.713, 0.312], [-1.765, 0.931, -0.115], [-1.192, -0.715, 0.504], [-0.959, -2.257, 0.346], [0.617, -0.547, 0.896], [-0.357, 0.152, 1.460], [0.093, 0.660, -0.092], [1.017, 0.060, -0.221], [0.304, 0.735, -0.855], [0.856, 0.571, 1.398], [0.572, 0.381, -1.297], [0.398, 1.469, -0.106]],
  "nbo_charge": [0.01, -0.42, 0.69, -0.73, -0.55, -0.46, 0.21, 0.18, 0.45, 0.44, 0.45, 0.25, 0.24, 0.23],
  "homo_energy_ev": -14.43,
  "e_above_lowest_kcal_mol": 56.3,
  "total_charge": 1,
  "orbital_gap_ha": 0.4079
}


[3]
{
  "formula": "C3H8N3",
  "method": "ωB97M-V/def2-TZVPD",
  "elements": ["C", "C", "C", "N", "N", "N", "H", "H", "H", "H", "H", "H", "H", "H"],
  "xyz": [[1.862, 0.443, 0.444], [1.320, -0.576, -0.481], [-1.707, -0.061, 0.661], [-3.798, -0.266, -0.428], [-2.701, -0.263, -0.052], [0.487, 0.597, -0.048], [1.901, 0.273, 1.538], [2.555, 1.197, 0.098], [1.746, -0.613, -1.488], [1.068, -1.550, -0.063], [-1.570, 0.913, 1.032], [-1.008, -0.882, 0.870], [-4.238, -0.011, -1.339], [0.430, 1.192, -0.906]],
  "forces_ev_per_a": [[-0.193, 0.527, 0.808], [0.597, 0.067, 0.510], [1.166, -2.103, 0.237], [-3.086, -0.446, 0.269], [0.376, 1.095, -0.552], [0.195, -0.166, -2.237], [0.059, -0.108, -0.877], [0.242, -0.217, -0.101], [-0.433, 0.155, 0.315], [-0.149, 0.191, -0.084], [-0.003, 1.009, 0.666], [-0.584, 0.456, -0.076], [1.553, -0.248, -0.092], [0.260, -0.212, 1.214]],
  "nbo_charge": [-0.24, -0.28, -0.05, -0.12, 0.09, -0.64, 0.21, 0.22, 0.23, 0.20, 0.29, 0.28, 0.43, 0.37],
  "homo_energy_ev": -13.83,
  "e_above_lowest_kcal_mol": 139.6,
  "total_charge": 1,
  "orbital_gap_ha": 0.2980
}


[4]
{
  "formula": "C3H8N3",
  "method": "ωB97M-V/def2-TZVPD",
  "elements": ["C", "C", "C", "N", "N", "N", "H", "H", "H", "H", "H", "H", "H", "H"],
  "xyz": [[-0.864, -1.379, -1.130], [0.393, -0.432, -0.545], [1.043, -0.281, 0.650], [-0.927, -0.426, -1.984], [-0.043, 0.452, -1.595], [0.049, 0.825, 1.939], [-1.307, -2.374, -1.086], [1.043, -1.134, 1.177], [1.827, 0.484, 0.672], [-1.636, -0.167, -2.687], [0.310, 1.304, -1.923], [-0.630, 0.502, 2.556], [-0.152, 1.633, 1.475], [0.896, 0.994, 2.482]],
  "forces_ev_per_a": [[4.351, 1.176, 2.925], [-2.672, -2.435, -0.825], [-0.542, 2.837, -3.610], [-3.783, 1.180, -4.102], [1.775, -1.008, 3.245], [3.197, -1.710, 1.247], [-0.008, 0.614, -0.069], [0.558, -2.687, 2.210], [-0.021, -0.692, 0.192], [0.528, -0.603, 0.194], [0.012, 1.025, -1.215], [-1.771, -0.554, 1.003], [-1.201, 2.672, -1.397], [-0.421, 0.188, 0.201]],
  "nbo_charge": [0.02, -0.03, -0.22, -0.25, -0.42, -0.88, 0.27, 0.23, 0.23, 0.44, 0.44, 0.40, 0.38, 0.39],
  "homo_energy_ev": -12.27,
  "e_above_lowest_kcal_mol": 138.6,
  "total_charge": 1,
  "orbital_gap_ha": 0.3170
}


[5]
{
  "formula": "C3H8N3O",
  "method": "ωB97M-V/def2-TZVPD",
  "elements": ["H", "N", "C", "O", "C", "C", "N", "N", "H", "H", "H", "H", "H", "H", "H"],
  "xyz": [[0.998, 2.261, -0.074], [0.103, 1.712, 0.051], [0.215, 0.451, 0.034], [1.015, -0.540, -0.124], [2.454, -0.429, 0.061], [-1.471, -0.263, -0.082], [-2.205, 0.874, 0.020], [-1.551, -1.534, -0.012], [2.966, 0.033, -0.851], [2.785, -1.421, 0.296], [2.635, 0.300, 0.795], [-1.586, 1.683, 0.161], [-3.179, 0.956, -0.155], [-0.704, -2.050, 0.062], [-2.474, -2.033, -0.183]],
  "forces_ev_per_a": [[-1.259, -0.742, 0.395], [3.107, -0.623, -0.045], [-4.599, -0.015, -1.039], [0.994, -0.544, 0.083], [0.324, 1.125, -2.217], [3.332, 6.483, 1.960], [0.486, -3.937, -0.637], [-3.553, -1.259, -0.991], [-0.920, -1.151, 0.807], [0.298, -0.183, 0.066], [0.256, 0.538, 1.542], [-0.080, 0.243, -0.359], [-0.773, -0.059, 0.070], [0.627, -0.503, -0.159], [1.760, 0.625, 0.524]],
  "nbo_charge": [0.41, -0.74, 0.62, -0.49, -0.26, 0.50, -0.73, -0.72, 0.21, 0.23, 0.20, 0.46, 0.42, 0.45, 0.44],
  "homo_energy_ev": -14.98,
  "e_above_lowest_kcal_mol": 45.1,
  "total_charge": 1,
  "orbital_gap_ha": 0.4248
}


[6]
{
  "formula": "C3H8N3O",
  "method": "ωB97M-V/def2-TZVPD",
  "elements": ["C", "C", "C", "N", "N", "N", "O", "H", "H", "H", "H", "H", "H", "H", "H"],
  "xyz": [[2.134, 0.007, 0.532], [0.162, 0.587, -0.129], [-0.721, -1.609, -0.600], [1.485, 1.072, 0.226], [0.024, -0.729, 0.243], [-0.963, 1.430, 0.564], [1.442, -1.154, 0.510], [3.152, -0.145, 0.749], [-0.198, 0.900, -1.607], [-0.305, -1.698, -1.634], [-1.092, -2.545, -0.123], [-1.608, -0.876, -0.765], [-1.239, 0.979, 1.439], [-1.741, 1.379, -0.122], [-0.531, 2.402, 0.718]],
  "forces_ev_per_a": [[-2.579, -0.502, -0.808], [-0.071, 2.514, -3.274], [-2.048, 1.206, -1.235], [-0.852, -0.713, -0.082], [2.360, -1.136, 1.271], [1.253, 0.608, -1.022], [-1.051, 0.521, -0.391], [1.180, 0.266, 0.403], [1.147, -0.899, 3.888], [0.051, -0.379, 0.865], [0.613, 0.829, -0.384], [0.748, -1.804, 0.078], [0.108, 0.172, 0.158], [0.326, 0.787, 0.845], [-1.186, -1.472, -0.312]],
  "nbo_charge": [0.43, 0.29, -0.41, -0.52, -0.20, -0.74, -0.30, 0.24, 0.13, 0.23, 0.26, 0.20, 0.45, 0.45, 0.48],
  "homo_energy_ev": -14.08,
  "e_above_lowest_kcal_mol": 108.7,
  "total_charge": 1,
  "orbital_gap_ha": 0.3770
}